Entry 1:
130
Properties=species:S:1:pos:R:3:forces:R:3:mulliken_charge:R:1 method="wB97M-V/def2-TZVPD" e_homo_ev=-9.712 max_force_ev_per_a=0.79 energy_ev=-297780.31485 de_lowest_kj_mol=33.5 total_charge=+1
H 1.9353 2.2377 -3.8544 0.0 0.0 0.0 0.422
C -6.2050 -2.6525 -4.2616 0.0 0.0 0.0 -0.993
H -3.5806 -2.1692 -5.7470 0.0 0.0 0.0 0.133
H -0.9982 3.8731 -2.1839 0.0 0.0 0.0 0.512
H 6.5440 -0.8163 1.7855 0.0 0.0 0.0 0.416
N -0.7154 -2.1373 3.3672 -0.1 -0.4 -0.2 0.276
C -2.6331 -3.3323 4.1184 0.0 0.0 0.1 -0.344
C -2.1550 2.1938 3.8889 0.0 0.0 -0.1 -1.075
C -5.1326 0.1726 -3.9581 0.0 0.1 0.1 -2.200
H -2.9539 2.0212 4.5951 0.0 0.0 0.0 0.515
H -5.3195 -3.2781 -4.1620 0.0 0.0 0.0 0.213
C 1.8145 2.9356 -1.8437 0.0 -0.1 -0.1 0.736
C -0.1419 3.2943 3.2375 0.0 0.0 0.0 -0.866
H 1.7330 3.9379 0.0560 0.0 0.0 0.0 0.309
H 4.3214 2.7218 -0.6119 0.0 0.0 0.0 0.668
C -3.1310 0.4648 2.3207 0.0 0.0 0.1 0.515
C 1.4894 5.4716 -2.9457 0.0 0.0 0.0 -0.624
H -1.8027 -1.5538 5.0559 0.0 0.0 0.0 0.303
H -6.9914 -3.2317 -4.7425 0.0 0.0 0.0 0.468
H -2.9027 -4.0760 4.8638 0.0 0.0 0.0 0.512
C -2.2561 -3.6976 -1.6316 0.0 0.0 -0.1 -1.499
H -4.3634 0.6776 -1.2816 0.0 0.0 0.0 0.374
H 1.3658 6.4573 -3.3733 0.0 0.0 0.0 0.419
As -5.8813 -1.0379 -5.3383 -0.1 0.0 0.0 0.287
H 0.6301 2.6147 1.3610 0.0 0.0 0.0 -0.397
H -4.2756 -1.5751 -2.0208 0.0 0.0 0.0 0.590
H 0.0525 -1.4615 3.3926 -0.1 0.1 0.1 -0.110
H 1.9643 -0.1000 6.0643 0.0 0.0 0.0 0.480
O 0.9949 0.1066 0.8519 0.6 0.5 0.1 1.120
H -2.8320 -3.8305 -0.7204 0.0 0.0 0.0 0.314
C 4.7816 -1.9698 6.2661 0.0 0.0 0.0 -0.598
H 0.1300 -2.7986 -3.2349 0.0 0.0 0.0 0.539
H 0.9798 -1.4000 -1.6041 0.1 0.0 0.0 -1.369
C 4.0263 1.3264 2.4325 0.1 0.1 -0.1 -0.711
H -2.2995 3.7203 0.3360 0.0 0.0 0.0 0.328
H -3.6234 2.5624 0.5961 0.0 0.0 0.0 0.232
H 2.4456 -0.9127 -0.7591 0.0 0.0 0.0 0.007
C -4.9917 -1.4456 1.6061 0.0 0.0 0.0 -1.042
H 6.6070 -3.2911 1.8286 0.0 0.0 0.0 0.402
H -1.6701 0.5353 -3.8272 -0.1 0.0 0.0 -0.383
H -5.8990 0.1076 -3.1770 0.0 0.0 0.0 0.563
H -6.3363 -0.4376 2.9487 0.0 0.0 0.0 0.398
H 6.2703 2.6694 2.6292 0.0 0.0 0.0 0.404
H 3.4269 -1.1946 7.7405 0.0 0.0 0.0 0.418
C -3.8061 1.1072 -2.1201 0.0 0.0 -0.1 -2.172
H -5.2408 1.1725 -4.3879 0.0 0.0 0.0 0.534
H -2.8289 -4.0579 -2.4885 0.0 -0.1 0.1 0.427
C -0.6925 -2.1442 -3.5211 -0.1 0.0 -0.1 -1.595
C -1.1618 3.1133 4.1603 0.0 0.0 0.0 -1.335
H -3.7069 3.7187 -0.7569 0.0 0.0 0.1 0.614
C 1.8120 3.1082 -3.2253 -0.1 0.1 0.0 -0.708
C -1.5646 3.0858 -2.6807 0.0 0.1 0.0 -1.510
C -4.3401 -1.6871 -6.3615 0.0 -0.1 0.0 -0.926
C -3.7416 0.0968 -3.2863 -0.1 0.0 0.1 3.115
H -4.6879 1.2659 3.5897 0.0 0.0 0.0 0.449
H 0.6563 4.0040 3.4001 0.0 0.0 0.0 0.585
C 5.0907 -2.0488 4.9152 0.0 0.0 0.0 -0.755
Te 4.6327 -0.4084 -3.0069 0.1 0.2 -0.2 0.210
H -0.9315 2.6131 -3.4238 0.0 0.0 0.0 0.294
H 4.5388 -1.4523 2.9262 -0.1 0.0 0.0 0.487
C 1.5037 5.3110 -1.5670 0.0 0.0 0.0 -1.083
H -3.8925 -0.8741 -6.9301 0.0 0.0 0.0 0.319
C -3.5194 -1.3269 -2.7734 -0.1 -0.1 0.0 -1.345
H -1.3310 -4.2624 -1.5335 0.0 0.0 0.0 0.453
H 6.6408 2.5158 0.9149 0.0 0.0 0.0 0.352
H -1.1808 3.6804 5.0811 0.0 0.0 0.0 0.445
C 5.3550 -1.4392 -1.3271 0.0 0.0 0.2 -0.435
C 3.6652 -1.2591 6.6877 0.0 0.0 0.0 -0.788
H 1.3894 6.1678 -0.9178 0.0 0.0 0.0 0.446
C 6.2539 -2.7719 0.9480 0.0 0.0 0.0 -0.175
C 5.7657 -0.7229 -0.2084 0.0 -0.1 0.0 0.099
H 5.8821 -4.5726 -0.1568 0.0 0.0 0.0 0.420
H -3.5023 -2.7230 3.8746 0.0 0.0 -0.1 0.064
H -1.2949 -2.6392 -4.2844 0.1 0.0 0.0 0.569
C -0.8592 -2.9333 2.3317 0.1 0.0 0.0 0.507
As -1.8120 -1.8325 -1.9584 0.1 0.3 0.1 1.526
C 1.8796 -0.7733 -1.6825 -0.2 0.0 0.1 1.839
H -0.2861 -1.2158 -3.9147 0.0 0.0 0.0 0.226
H 5.9552 -2.6115 4.5904 0.0 0.0 0.0 0.434
H 5.4120 -2.4626 6.9928 0.0 0.0 0.0 0.427
C 1.9973 1.5585 -1.3016 -0.2 0.0 0.1 -0.687
S -2.0589 -4.1570 2.6045 0.0 0.0 0.0 -0.096
As -2.1573 1.8245 -1.3363 -0.1 -0.2 0.3 1.656
C 6.2207 -1.3865 0.9237 0.0 0.0 -0.1 -0.656
H 2.2031 -1.1683 -3.8122 -0.1 0.1 0.0 0.537
C -2.6614 0.4866 -4.2872 0.1 0.1 -0.1 -1.346
C 2.6974 -1.2924 -2.8497 0.1 -0.3 0.0 -1.771
C 5.4083 -2.8299 -1.3039 0.0 0.0 0.0 -0.191
N -1.1063 1.6234 1.8271 0.0 -0.2 0.0 2.080
H -3.6437 -2.0332 -3.5966 0.0 0.0 0.0 -0.126
C 2.2369 -0.0699 3.4284 0.0 -0.1 -0.1 0.022
H 4.5335 1.2606 3.3881 0.0 0.0 0.0 0.539
C -5.3420 -0.4635 2.5239 0.0 0.0 0.0 -1.253
C 5.8778 2.8372 1.6273 0.1 0.0 0.0 -1.688
C 2.8507 -0.6376 5.7554 0.0 -0.1 0.1 -0.574
C 2.8100 0.6584 2.2766 0.2 0.0 0.3 0.900
H -0.8025 -3.0058 5.2677 0.0 0.0 0.0 0.478
C -4.4067 0.4923 2.8862 0.0 0.0 0.0 -0.833
H -4.3541 1.9983 -2.4434 0.0 0.0 0.0 0.673
H 1.6636 4.4960 -4.8481 0.0 0.0 0.0 0.449
C -1.4578 -2.4693 4.5759 0.0 0.0 -0.1 -0.795
H -5.7116 -2.2045 1.3226 0.0 0.0 0.0 0.534
C 2.7298 1.4429 -0.0088 0.1 0.1 -0.1 0.892
H -3.4855 -2.2400 0.3448 0.0 0.0 0.0 -0.021
C 3.1692 -0.7058 4.4027 -0.2 0.1 0.0 0.158
C 5.8459 -3.4917 -0.1666 0.0 0.0 0.0 -0.922
H 2.8861 -2.3563 -2.7029 0.0 0.0 -0.1 0.580
O 1.0268 -0.1561 3.6091 0.3 0.4 0.1 -1.049
C -3.0438 3.0948 -0.1553 0.0 0.1 -0.1 -1.272
H 5.7198 0.3550 -0.2143 0.0 0.0 0.0 0.433
C -2.7446 -0.4930 1.3710 -0.1 -0.1 -0.3 1.809
N 1.4595 0.5936 -1.9464 0.4 0.0 -0.2 0.491
C 1.6537 4.3705 -3.7745 0.0 -0.1 0.0 -0.653
C 4.5864 2.0974 1.4241 -0.1 -0.1 0.1 0.095
H -6.5535 -2.3659 -3.2702 0.0 0.0 0.0 0.249
C 1.6848 4.0495 -1.0194 0.0 0.0 0.0 0.415
C 3.9096 2.1417 0.2083 0.0 0.0 0.0 -0.118
C 2.1442 0.7173 1.0468 -0.4 -0.3 -0.3 -1.072
C -2.1142 1.4683 2.7003 0.0 0.0 0.0 0.807
Sc -0.8045 -0.1556 0.2763 -0.3 -0.3 0.3 -2.078
C 4.2950 -1.4045 3.9809 0.1 0.0 0.0 0.097
C -0.1539 2.5176 2.0975 -0.1 0.1 0.0 -0.370
H -4.7273 -2.4186 -7.0705 0.0 0.0 0.0 0.414
H -2.6005 -0.2305 -5.1038 0.0 0.0 0.0 0.253
C -3.7174 -1.4475 1.0461 -0.1 0.0 0.1 -0.130
H -2.4548 3.5086 -3.1486 0.1 0.0 0.0 0.599
H 5.1169 -3.4008 -2.1771 0.0 0.0 0.0 0.510
S 0.0206 -2.8324 0.8843 -0.3 0.1 0.1 -0.434
H -2.8669 1.4670 -4.7222 0.0 0.0 0.0 0.425
H 5.7479 3.9124 1.4974 0.0 0.0 0.0 0.361

---

Entry 2:
16
Properties=species:S:1:pos:R:3:forces:R:3:mulliken_charge:R:1 method="wB97M-V/def2-TZVPD" e_homo_ev=-9.777 max_force_ev_per_a=2.35 energy_ev=-8868.05452 smiles="C=CCCC(N)=O" de_lowest_kj_mol=111.7
H -0.9414 1.4894 1.4277 -0.2 0.0 -0.2 0.259
H 0.4079 1.0825 -3.1123 0.5 0.3 0.1 0.272
H -1.2906 -2.0318 0.8925 -0.2 0.5 -0.1 0.228
C -0.8062 0.6196 0.7679 0.4 1.0 1.7 -0.525
H 1.1939 1.1151 0.2715 0.0 0.5 0.4 0.262
H -0.3975 -2.2905 2.3174 -0.1 -0.1 -0.2 0.244
C 0.2443 1.0444 -0.2495 -0.5 -0.8 -0.6 -0.421
H 1.3288 -0.5233 -3.1516 0.0 0.0 -0.2 0.268
C -0.2409 -0.3998 1.7517 0.0 -0.7 -2.2 0.448
N -0.8431 -1.6278 1.6965 0.3 -0.6 1.2 -0.439
H -0.0102 2.0139 -0.6716 0.0 0.0 -0.2 0.404
H -1.8011 0.3676 0.4212 0.0 -0.3 -0.5 0.338
H 0.9689 -0.9170 -0.8885 -0.2 0.0 0.1 0.219
C 0.5721 0.0121 -1.2996 1.1 0.4 0.5 -0.203
O 0.7628 -0.2081 2.3963 -0.1 0.3 0.7 -0.592
C 0.8522 0.2537 -2.5697 -1.1 -0.5 -0.5 -0.762

---

Entry 3:
80
Properties=species:S:1:pos:R:3:forces:R:3:mulliken_charge:R:1 method="wB97M-V/def2-TZVPD" e_homo_ev=-10.003 max_force_ev_per_a=10.24 energy_ev=-74748.12899 smiles="CC[C@H](F)B1OBOB(N(C(=O)F)C(=O)F)O1.O=[N+]([O-])c1ccccc1.O=[N+]([O-])c1ccccc1.O=[N+]([O-])c1ccccc1.O=[N+]([O-])c1ccccc1"
C 3.8983 -2.9845 0.3500 -0.1 0.2 -0.7 -0.811
C -0.5827 0.1644 7.5619 0.0 0.1 -0.1 -0.380
C -0.3975 7.7540 -5.6192 0.1 0.0 0.4 -0.443
C -1.3596 -0.7948 6.9093 0.2 0.3 -0.2 -0.396
C 1.7238 -1.7883 1.4119 -0.6 -1.8 -0.3 0.120
H -0.0365 8.0479 -1.7581 0.2 0.0 -0.3 0.424
H -1.8993 -1.5421 7.4871 0.1 0.2 -0.1 0.370
O 2.4161 7.8700 -1.8109 -0.1 0.0 -1.7 -0.621
H 5.4030 2.6917 -0.1204 -0.3 -0.1 0.0 0.464
C -3.8328 -7.6962 -3.5153 0.2 0.3 0.9 0.022
C -3.7027 -8.6109 -2.4619 0.0 0.1 0.0 -0.352
C -1.5794 -4.0006 0.6626 4.5 -5.4 -3.7 0.393
O -1.2174 -1.3457 -1.7919 2.6 -2.0 3.7 -0.469
O 1.1966 -0.6965 -1.1008 -5.6 -6.1 -1.4 -0.657
N 3.2936 0.9929 0.0998 0.5 -0.5 0.4 0.948
C 2.3139 -3.1902 0.7277 0.6 0.1 1.2 -0.239
H 5.2950 5.1382 -0.4457 -0.2 -0.2 0.0 0.381
H 4.4904 -3.9534 0.6559 -1.1 2.0 -0.8 0.318
C -1.5244 7.9140 -4.8111 0.1 0.0 0.0 -0.376
F -3.7630 -2.2132 2.1122 1.4 -1.1 -4.7 -0.182
H 0.5494 1.8638 4.8087 -0.1 -0.1 0.4 0.484
C -3.7211 -6.3185 -3.2823 0.0 -0.1 0.0 -0.502
H -3.3696 -8.8414 -0.3435 0.0 0.1 -0.2 0.379
C 0.8742 7.7048 -5.0446 0.0 0.0 0.0 -0.330
H -3.8142 -5.5976 -4.0916 0.0 -0.4 0.1 0.439
H -3.1935 -6.4041 0.0795 0.0 -0.1 -0.2 0.320
B 0.7615 -1.0863 0.2745 -0.3 1.6 -0.1 0.373
C -3.3679 -6.7675 -0.9318 -0.1 -0.1 -0.2 -0.261
C 3.2408 2.4503 -0.0663 -0.1 0.9 -0.2 0.121
C 3.1405 5.2097 -0.4253 0.0 0.0 0.1 -0.324
O 4.4110 0.4597 0.1695 -1.7 0.5 -0.1 -0.598
C 0.0201 1.1256 5.4076 0.0 0.0 0.1 -0.492
H 4.3589 -2.0371 0.8895 -1.0 -2.1 -1.0 0.125
H 4.0053 -2.7718 -0.8198 -0.1 -0.6 2.6 0.204
O 3.3189 7.6873 -3.8022 -1.5 0.1 1.3 -0.586
H -0.5241 0.1502 8.6481 0.1 0.2 -0.3 0.427
F -1.4752 -4.2141 2.1256 -1.0 1.3 -4.9 -0.227
O -4.6907 -2.3595 -0.1375 8.1 -0.7 6.3 -0.445
C -1.4480 -0.7938 5.5164 0.1 0.1 0.1 -0.478
C -0.7577 0.1596 4.7660 0.0 0.0 0.4 -0.132
H -3.7822 -9.6830 -2.6293 0.0 0.3 -0.2 0.430
H -2.2734 8.1398 -2.8023 0.2 0.0 -0.1 0.368
O -4.1906 -7.3447 -5.7816 0.1 -1.3 1.3 -0.582
O -4.2261 -9.4068 -5.0334 0.2 1.8 0.2 -0.587
C -3.4903 -5.8589 -1.9842 -0.1 -0.4 -0.1 0.081
H -0.8293 0.1520 3.6806 0.1 0.0 0.2 0.360
C -3.4690 -8.1395 -1.1685 -0.1 0.3 -0.3 -0.617
B 0.2694 -1.4866 -1.9850 -0.9 2.6 1.5 0.519
C 1.9995 3.0975 -0.1287 0.0 0.0 0.0 -0.116
C -1.3903 8.0169 -3.4256 0.3 -0.1 -0.2 -0.488
B -1.4141 -1.6878 -0.3421 1.9 3.4 -1.8 -0.035
H 1.6596 -3.5557 -0.1783 1.3 0.8 1.6 0.072
N -4.1008 -8.1842 -4.8734 -0.3 -0.4 -1.3 0.969
O 0.9606 2.1097 8.7256 -0.1 0.1 -1.8 -0.586
H -2.0595 -1.5403 5.0123 0.2 0.1 0.1 0.393
N -2.3092 -2.8743 -0.0355 -0.9 -0.8 5.1 0.968
N 0.8987 2.1535 7.4879 0.7 0.9 0.7 0.977
F 0.8173 -2.2599 2.5224 1.7 1.1 -1.7 -0.392
H 3.1012 6.2876 -0.5732 0.0 -0.4 0.1 0.511
C 4.4326 3.1805 -0.1729 0.0 0.0 0.0 -0.309
C 1.9554 4.4815 -0.3083 0.4 -0.3 0.0 -0.803
O -0.6794 -0.8663 0.6502 0.6 -3.5 -3.2 -0.060
C 4.3757 4.5635 -0.3552 -0.3 -0.3 0.1 -0.702
N 2.3421 7.7877 -3.0460 1.3 0.0 0.2 1.013
H 0.6333 -2.2194 -2.8334 0.2 0.2 -0.2 -0.078
C -3.5935 -2.4818 0.6607 -7.3 1.1 -3.9 0.387
H 2.2377 -4.0420 1.5588 0.0 2.0 -1.7 0.402
H 2.5739 -1.0827 1.8140 -1.9 -1.8 -0.4 0.271
O 1.4611 3.0073 6.7872 -0.8 -1.2 1.0 -0.587
H 1.0669 2.5438 -0.0425 0.3 0.0 0.0 0.380
H -2.5132 7.9597 -5.2641 0.2 0.0 0.1 0.365
H -0.5104 7.6716 -6.6980 0.1 0.0 0.2 0.365
C 1.0065 7.8161 -3.6541 -0.9 0.0 -0.4 0.066
H -3.4087 -4.7912 -1.7921 0.0 -0.2 -0.1 0.225
C 0.1009 1.1270 6.8065 -0.6 -0.7 -0.4 0.027
O 2.2186 0.3789 0.1566 3.9 3.7 2.0 -0.417
O -0.9404 -4.8881 -0.1497 -4.5 6.5 6.2 -0.440
C -0.1242 7.9662 -2.8393 0.0 0.0 -0.1 -0.193
H 1.7428 7.5830 -5.6884 -0.1 0.0 0.3 0.421
H 0.9967 4.9927 -0.3611 0.2 -0.1 0.0 0.411

---

Entry 4:
15
Properties=species:S:1:pos:R:3:forces:R:3:mulliken_charge:R:1 method="wB97M-V/def2-TZVPD" e_homo_ev="-7.470 / -8.193" max_force_ev_per_a=0.98 energy_ev=-9196.35416 de_lowest_kj_mol=509.4
N 1.2744 -1.3575 -0.9747 -0.7 -0.2 -0.3 -0.572
H 1.9979 -2.0032 -0.6898 0.0 0.1 0.0 0.237
C -1.5947 -0.8179 -0.3145 0.2 -0.1 -0.4 -1.219
C 1.1099 -0.2930 -0.0349 -0.2 0.4 0.6 0.043
H -0.4326 2.9603 1.5378 0.1 -0.1 -0.1 0.256
N 0.4901 -0.4683 1.1710 0.5 -0.5 0.2 -0.691
H -1.2125 -1.8175 -0.5051 0.0 0.1 0.0 0.345
N -0.1081 2.2602 0.8859 0.1 -0.3 0.3 -0.225
H -1.9927 -0.4104 -1.2471 -0.1 0.0 0.1 0.274
C -0.4965 0.0544 0.2272 0.4 0.0 0.6 0.930
H 1.9540 0.4163 -0.0584 -0.3 0.4 -0.3 0.290
H 0.8959 2.1484 0.7611 -0.2 -0.1 0.1 0.231
N -0.9158 1.2437 0.7392 -0.1 0.4 -0.9 -0.421
H 1.4295 -1.0194 -1.9158 0.2 -0.1 0.1 0.199
H -2.3988 -0.8961 0.4180 0.0 0.1 0.0 0.323